No. 1
Formula: C9H11NO2
Source: OMol25
Level of theory: ωB97M-V/def2-TZVPD

The geometry in ORCA input format:
```
! RIJCOSX wB97M-V def2-TZVPD def2/J DEFGRID3
* xyz 0 1
C -1.7611 2.2745 -1.8555
C -1.5470 2.6227 -0.5231
C -1.0605 1.1728 -2.4075
C -0.8624 1.8080 0.3677
C -0.4925 0.2766 -1.5488
C -0.2800 0.6053 -0.1766
C 0.4671 -0.2451 0.6459
C 1.8923 -1.1697 2.4117
C 0.4722 -2.5777 -0.0569
N 1.2320 0.0042 1.6657
O 1.5470 1.1788 2.1502
O -0.6563 -2.9187 -0.6422
H -2.4445 2.9481 -2.4194
H -2.1036 3.3381 -0.1391
H -1.1176 0.9188 -3.4329
H -0.4861 1.9818 1.3677
H 0.1976 -0.5074 -1.9107
H 1.1798 -1.7238 2.9626
H 2.5717 -0.5836 3.0801
H 2.2406 -1.7857 1.6179
H 0.6607 -2.9273 0.9987
H 1.1983 -2.0319 -0.6134
H -0.8476 -2.6589 -1.5420
*
```

For the HOMO-LUMO gap (spin up / spin down), the calculation gives 0.275 / 0.275 Ha. The value obtained for the total energy is -15089.651 eV. The value obtained for the HOMO energy (spin up / spin down) is -7.5 / -7.5 eV. As for the strongest force on any atom: 4.73 eV/A. Its energy above the lowest of the compared OMol25 structures with the same formula, charge and spin is 173.7 kcal/mol.

Here are the natural (NBO) charges for atoms 1 to 6, given in e: atom 1 (C): -0.20, atom 2 (C): -0.20, atom 3 (C): -0.21, atom 4 (C): -0.17, atom 5 (C): -0.21, atom 6 (C): -0.15

No. 2
Formula: C3H7NOS
Source: OMol25
Level of theory: ωB97M-V/def2-TZVPD

The geometry in ORCA input format:
```
! RIJCOSX wB97M-V def2-TZVPD def2/J DEFGRID3
* xyz 0 1
C 1.0423 0.8273 -0.4316
C -0.0613 0.7194 0.6500
C -1.7239 -0.8081 -0.2360
H 1.8171 -1.7007 -0.1889
H 1.7564 1.7153 -0.1600
H 0.4773 0.9940 -1.3855
H 0.2374 1.3843 1.5893
H -1.0000 1.2606 0.2710
H 0.3242 -1.7597 0.4309
H -2.0065 -1.9304 -0.2838
N -0.8007 -0.5667 0.6717
O -2.4629 0.2529 -0.6799
S 2.4008 -0.3883 -0.2471
*
```

For the HOMO-LUMO gap, the calculation gives 0.316 Ha. The value obtained for the total energy is -17592.183 eV. The value obtained for the HOMO energy is -9.7 eV. As for the strongest force on any atom: 7.27 eV/A. Its energy above the lowest of the compared OMol25 structures with the same formula, charge and spin is 132.5 kcal/mol.

Here are the natural (NBO) charges for atoms 1 to 6, given in e: atom 1 (C): -0.55, atom 2 (C): -0.31, atom 3 (C): 0.45, atom 4 (H): 0.10, atom 5 (H): 0.25, atom 6 (H): 0.24

No. 3
Formula: C3H8IN2O
Source: OMol25
Level of theory: ωB97M-V/def2-TZVPD

The geometry in ORCA input format:
```
! RIJCOSX wB97M-V def2-TZVPD def2/J DEFGRID3
* xyz 1 1
C 1.3395 -1.2479 0.1077
N -0.1432 -1.1272 0.1611
C -0.7548 0.4494 0.1878
N -0.2901 1.1559 1.2785
O -1.9626 0.4900 -0.3573
C -0.8327 0.8658 -1.1629
I -0.6800 2.9168 -1.7021
H 1.8160 -0.5946 0.7641
H 1.7231 -2.3037 0.1631
H 1.6142 -0.8118 -0.8495
H -0.4521 -1.7318 0.9231
H -0.4917 -1.5710 -0.7499
H -0.9195 1.5770 1.8676
H 0.5118 1.7462 1.2967
H -0.4779 0.1869 -1.9281
*
```

For the HOMO-LUMO gap, the calculation gives 0.374 Ha. Its SMILES is C[NH2+][C@]1(N)O[C@H]1I. The value obtained for the total energy is -16360.263 eV. The value obtained for the HOMO energy is -13.6 eV. As for the strongest force on any atom: 3.80 eV/A. Its energy above the lowest of the compared OMol25 structures with the same formula, charge and spin is 44.3 kcal/mol.

Here are the natural (NBO) charges for atoms 1 to 6, given in e: atom 1 (C): -0.43, atom 2 (N): -0.57, atom 3 (C): 0.52, atom 4 (N): -0.85, atom 5 (O): -0.41, atom 6 (C): -0.12

No. 4
Formula: C12H13P
Source: OMol25
Level of theory: ωB97M-V/def2-TZVPD

The geometry in ORCA input format:
```
! RIJCOSX wB97M-V def2-TZVPD def2/J DEFGRID3
* xyz 0 1
C -1.7598 2.2601 -0.9130
C -1.4063 1.0471 -0.4520
C -1.7561 -0.1851 -1.0408
C -1.8337 -1.3263 -0.3814
C -1.5333 -1.3786 1.0388
C -1.0556 -0.2608 1.6580
C -0.5362 0.9344 0.8685
P 1.2698 0.4947 0.2352
C 2.1573 1.9007 0.7248
C 1.2865 -0.0152 -1.3909
C 1.5418 -1.3482 -1.5044
C 1.7714 -2.0117 -0.2194
C 1.5906 -1.2289 0.8565
H -2.3157 2.5140 -1.7551
H -1.5198 3.0715 -0.2631
H -2.2292 -0.2073 -1.9778
H -2.0882 -2.1589 -0.9472
H -2.2126 -2.0059 1.6251
H -0.8812 -0.1789 2.7346
H -0.6006 1.8349 1.6630
H 2.0669 1.9644 1.8560
H 3.2219 1.6404 0.4359
H 0.9904 0.7132 -2.1325
H 1.5812 -1.8967 -2.4087
H 2.1198 -3.0193 -0.1162
H 2.1307 -1.1539 1.8060
*
```

For the HOMO-LUMO gap (spin up / spin down), the calculation gives 0.258 / 0.259 Ha. Its SMILES is C=C1C=CC=C[C@H]1P1(=C)C=CC=C1. The value obtained for the total energy is -21937.584 eV. The value obtained for the HOMO energy (spin up / spin down) is -7.5 / -7.5 eV. As for the strongest force on any atom: 4.30 eV/A. Its energy above the lowest of the compared OMol25 structures with the same formula, charge and spin is 92.1 kcal/mol.

Here are the natural (NBO) charges for atoms 1 to 6, given in e: atom 1 (C): -0.36, atom 2 (C): -0.04, atom 3 (C): -0.22, atom 4 (C): -0.20, atom 5 (C): -0.26, atom 6 (C): -0.15

No. 5
Formula: C6H10F2NO2SbSe4Tc
Source: OMol25
Level of theory: ωB97M-V/def2-TZVPD

The geometry in ORCA input format:
```
! RIJCOSX wB97M-V def2-TZVPD def2/J DEFGRID3
* xyz 3 1
Tc -2.0116 -0.1680 0.9015
Se -3.7130 -3.5027 4.8381
Sb -5.4451 -2.6321 3.6619
Se -3.1244 0.1845 2.7202
Se -2.5243 -2.1295 0.1997
Se -7.2682 -1.8204 2.5970
F -4.4148 1.4229 0.0942
C -3.1898 1.1431 -0.2746
F -2.3278 2.1296 0.1137
H -3.0980 0.9412 -1.3423
O -0.5237 0.3702 -0.8316
C 0.3175 0.4681 0.0769
O -0.0793 0.2115 1.2860
C 1.7529 0.8782 -0.1300
N 1.9864 1.1682 -1.5984
C 3.1595 0.2993 -2.0586
C 3.0821 -0.8846 -1.1164
C 2.7664 -0.2308 0.2293
H 1.9132 1.7887 0.4491
H 2.1708 2.1587 -1.7665
H 1.1420 0.9321 -2.1296
H 4.0634 0.8861 -1.9068
H 3.0372 0.0815 -3.1160
H 4.0167 -1.4404 -1.0982
H 2.2921 -1.5728 -1.4263
H 3.6557 0.2321 0.6546
H 2.3640 -0.9146 0.9732
*
```

For the HOMO-LUMO gap, the calculation gives 0.233 Ha. The value obtained for the total energy is -287494.988 eV. The value obtained for the HOMO energy is -18.8 eV. As for the strongest force on any atom: 0.42 eV/A.

Here are the natural (NBO) charges for atoms 1 to 6, given in e: atom 1 (Tc): 0.26, atom 2 (Se): -0.05, atom 3 (Sb): 1.06, atom 4 (Se): 0.49, atom 5 (Se): 0.53, atom 6 (Se): -0.01

No. 6
Formula: C19H39N2O17S
Source: OMol25
Level of theory: ωB97M-V/def2-TZVPD

The geometry in ORCA input format:
```
! RIJCOSX wB97M-V def2-TZVPD def2/J DEFGRID3
* xyz 1 1
N -2.3574 -0.6374 0.6667
H -1.6920 -0.3846 -0.0498
H -3.3408 -0.4738 0.5048
H -2.0595 -0.1276 1.4861
H -2.3295 -1.6397 0.7878
N -2.6238 -0.0992 -2.6722
H -1.9227 -0.0666 -1.9458
H -3.5228 -0.3573 -2.2911
H -2.2634 -0.7285 -3.3752
H -2.8234 0.7926 -3.1021
C 0.0045 -0.2335 -0.8198
O -1.3627 -0.2441 -1.1308
H 0.4807 0.7281 -1.0111
H 0.1171 -0.2639 0.2640
H 0.4751 -1.1115 -1.2623
C -3.0959 2.9894 3.5871
C -1.8766 2.1876 3.8817
C -2.1689 0.7797 4.2787
O -1.4191 0.0120 3.3601
C -0.9273 0.7919 2.3967
O -0.2815 0.4238 1.3762
O -1.1878 2.0952 2.6631
H -3.7379 3.0819 4.4631
H -3.7222 2.5538 2.8085
H -2.7604 4.0071 3.3873
H -1.2148 2.7396 4.5491
H -3.2332 0.5457 4.3030
H -1.7043 0.5626 5.2405
C 2.6682 1.9357 -0.9369
C 1.5168 2.3312 -0.0126
C 1.5470 1.6045 1.3457
O 1.5563 2.6417 2.3274
C 1.5449 3.8268 1.7519
O 1.5540 4.9363 2.2580
O 1.6699 3.7031 0.3893
H 2.9153 0.8795 -0.8301
H 3.5556 2.5610 -0.8385
H 2.3446 2.1264 -1.9602
H 0.6012 2.1237 -0.5665
H 2.3839 0.9123 1.4385
H 0.5787 1.1579 1.5713
C 2.1537 1.3035 -4.5407
C 1.0628 0.2619 -4.8412
C 0.6768 -0.5227 -3.6139
O -0.6481 -0.3984 -3.5927
C -0.9975 0.6823 -4.3363
O -2.0589 1.2317 -4.2053
O -0.0245 1.0826 -5.1213
H 3.0642 0.8228 -4.1830
H 1.7013 1.8740 -3.7296
H 2.3567 1.9576 -5.3887
H 1.2251 -0.2714 -5.7778
H 1.1447 -0.2567 -2.6660
H 0.9805 -1.5462 -3.8336
C 2.2443 -1.3652 1.2868
C 1.9612 -1.7273 2.7702
C 2.9958 -1.5487 3.9560
O 2.2868 -0.7530 4.8790
C 1.0873 -0.4668 4.4304
O 0.2669 0.0600 5.1385
O 0.9963 -0.7607 3.1072
H 3.0091 -0.5948 1.1887
H 1.4598 -0.9375 0.6625
H 2.6527 -2.1960 0.7114
H 1.4024 -2.6622 2.8128
H 3.8723 -0.9827 3.6407
H 3.3965 -2.4881 4.3368
C -1.5158 -2.6394 -1.4257
C -0.0354 -2.7653 -1.8628
O 0.0667 -3.8485 -2.7591
S -1.1900 -4.9789 -2.5408
O -0.8640 -5.8842 -1.4449
O -1.6519 -5.5116 -3.8221
O -2.2227 -3.7886 -1.8617
H -1.9591 -1.7276 -1.8260
H -1.6320 -2.5790 -0.3436
H 0.6385 -2.8398 -1.0093
H 0.2110 -1.8986 -2.4762
*
```

For the HOMO-LUMO gap, the calculation gives 0.322 Ha. The value obtained for the total energy is -68935.795 eV. The value obtained for the HOMO energy is -11.5 eV. As for the strongest force on any atom: 11.95 eV/A. Its energy above the lowest of the compared OMol25 structures with the same formula, charge and spin is 199.6 kcal/mol.

Here are the Löwdin charges for atoms 1 to 6, given in e: atom 1 (N): 0.30, atom 2 (H): -0.14, atom 3 (H): 0.16, atom 4 (H): 0.08, atom 5 (H): 0.13, atom 6 (N): 0.19

No. 7
Formula: C5H6Cl2N3O2
Source: OMol25
Level of theory: ωB97M-V/def2-TZVPD

The geometry in ORCA input format:
```
! RIJCOSX wB97M-V def2-TZVPD def2/J DEFGRID3
* xyz 1 3
C 0.7573 0.5091 -1.4666
C 1.1752 -1.4728 -0.2800
C 0.4845 0.3114 1.0394
C -0.7337 0.1248 0.4707
C -1.7310 1.2384 0.4414
N 0.9655 -0.6979 -1.4273
N 1.4062 -0.6685 0.9334
N -1.0508 -1.1254 0.0077
O -0.0891 -2.1003 -0.1737
O -2.1836 -1.3612 -0.2716
Cl 2.3076 -2.7629 -0.4383
Cl 1.5650 1.8766 -0.6259
H 0.1850 1.0775 -2.2867
H 0.5403 1.2042 1.7310
H -1.8936 1.4097 1.5271
H -2.5770 0.8892 -0.1531
H -1.5066 2.0706 -0.1587
H 2.3788 -0.5224 1.1313
*
```

For the HOMO-LUMO gap (spin up / spin down), the calculation gives 0.288 / 0.260 Ha. The value obtained for the total energy is -38877.421 eV. The value obtained for the HOMO energy (spin up / spin down) is -12.4 / -15.0 eV. As for the strongest force on any atom: 4.56 eV/A. Its expectation value of S² is 2.008. Its energy above the lowest of the compared OMol25 structures with the same formula, charge and spin is 0.0 kcal/mol.

Here are the natural (NBO) charges for atoms 1 to 6, given in e: atom 1 (C): 0.15, atom 2 (C): 0.43, atom 3 (C): -0.02, atom 4 (C): 0.31, atom 5 (C): -0.69, atom 6 (N): -0.43

No. 8
Formula: C10H30O5S5
Source: OMol25
Level of theory: ωB97M-V/def2-TZVPD

The geometry in ORCA input format:
```
! RIJCOSX wB97M-V def2-TZVPD def2/J DEFGRID3
* xyz 0 1
C -1.5423 -8.3823 1.3432
S -2.0348 -8.2763 -0.4768
O -3.4593 -8.5514 -0.8830
C -1.5120 -6.4288 -0.6300
H -0.5798 -7.9235 1.5694
H -1.6667 -9.4582 1.4659
H -2.2077 -7.7159 1.8922
H -2.2214 -5.9396 -1.2975
H -0.5089 -6.3458 -1.0483
H -1.5911 -5.8401 0.2839
C -1.4979 2.0854 -1.9777
S -1.0507 1.0716 -0.5451
O -1.1415 -0.4035 -0.8501
C 0.8109 1.4931 -0.6087
H -1.1930 1.6678 -2.9372
H -1.1662 3.1228 -2.0220
H -2.5857 2.0973 -2.0444
H 1.4674 1.2813 0.2353
H 1.1047 2.5144 -0.8511
H 1.2325 0.7753 -1.3123
C -8.8447 6.1912 -3.3416
S -7.4124 5.0598 -3.8525
O -7.9889 4.1085 -4.9113
C -6.5646 6.4522 -4.8019
H -9.4717 5.8651 -2.5118
H -9.5611 6.4609 -4.1176
H -8.4781 7.1817 -3.0721
H -6.3135 7.1676 -4.0188
H -7.2985 6.8989 -5.4727
H -5.7757 6.0686 -5.4488
C 7.3448 3.0105 -1.0433
S 6.8143 4.0515 0.3304
O 5.4084 4.3015 -0.1829
C 6.7384 2.7233 1.6495
H 8.3086 2.5595 -0.8069
H 7.4720 3.5880 -1.9589
H 6.5676 2.3113 -1.3518
H 7.7905 2.5277 1.8566
H 6.1091 1.9223 1.2617
H 6.2277 2.9919 2.5742
C 3.2594 -4.4900 5.5543
S 2.6014 -3.6276 3.9783
O 3.8354 -3.4836 3.1201
C 2.5598 -2.0105 4.8562
H 3.9901 -3.7825 5.9462
H 3.6982 -5.4325 5.2266
H 2.4002 -4.5012 6.2248
H 2.3964 -2.0379 5.9335
H 1.9466 -1.2553 4.3646
H 3.5832 -1.6647 4.7104
*
```

For the HOMO-LUMO gap, the calculation gives 0.332 Ha. The value obtained for the total energy is -75263.001 eV. The value obtained for the HOMO energy is -8.6 eV. As for the strongest force on any atom: 3.18 eV/A. Its energy above the lowest of the compared OMol25 structures with the same formula, charge and spin is 65.3 kcal/mol.

Here are the natural (NBO) charges for atoms 1 to 6, given in e: atom 1 (C): -0.80, atom 2 (S): 1.15, atom 3 (O): -0.93, atom 4 (C): -0.80, atom 5 (H): 0.24, atom 6 (H): 0.23